# 1
Entry from the Open Molecules 2025 dataset: a 2-piece molecular cluster, C5H16NO overall at a distorted geometry (ωB97M-V/def2-TZVPD).

## Properties
HOMO level: -15.0 eV
ΔE to the lowest compared entry with this formula, charge and spin: 39.2 kcal per mole
E_LUMO: -3.22 eV
charge: +1
E_tot: -329.818316 a.u.
gap between HOMO and LUMO: 11.80 eV

```
23
Properties=species:S:1:pos:R:3:forces:R:3:lowdin_charge:R:1
O -0.7278 -2.5898 2.9959 0.07 1.79 0.77 -0.0542
N -1.3334 -0.3018 0.6602 1.12 -0.21 0.66 0.2054
C 0.9180 0.4802 -0.1321 -3.16 -1.18 1.75 -0.4318
C -1.0111 0.1151 -1.8611 0.15 -2.84 -0.84 -0.0397
C -0.3074 -0.4037 -0.5696 -0.16 3.02 -0.19 -0.2504
C 1.9649 0.2650 -1.1324 2.72 -0.43 -0.13 -0.0807
C 0.5509 1.9502 0.0223 -3.64 -1.39 0.41 -0.0399
H -0.5600 -3.4911 3.2020 0.14 -1.52 -0.14 0.0265
H -1.8522 -0.6498 -2.0409 1.09 1.33 -0.23 0.1070
H -1.4378 1.0732 -1.7009 -0.39 0.90 0.03 0.0544
H 0.1118 -1.3787 -0.7139 -0.59 -0.93 0.50 0.1354
H -1.4628 0.6643 1.0271 -0.96 -0.07 -1.79 0.1447
H 0.3481 2.3500 -0.9479 0.38 0.71 -0.59 0.0791
H 2.3395 -0.7966 -1.1953 -0.43 1.12 -0.07 0.1203
H -0.5086 2.0706 0.5435 2.11 -0.01 -0.68 0.1096
H -2.1683 -0.9043 0.6535 0.11 0.64 -0.33 0.1737
H 1.2378 2.4718 0.6054 1.20 1.07 0.67 0.0694
H -0.5324 -2.1812 3.8656 -0.24 -0.05 -0.72 0.0648
H 1.8027 0.6967 -2.1218 -0.70 -0.39 0.01 0.0935
H 2.7855 0.9017 -0.8084 0.63 -0.32 0.10 0.0948
H -0.8869 -0.5179 1.5554 0.75 -1.64 -0.20 0.1226
H 1.0477 0.0336 0.9141 1.13 0.63 -1.28 0.1579
H -0.3184 0.1425 -2.8207 -1.34 -0.22 2.28 0.1378
```
Positions in Å, forces in eV/Å.

---

# 2
Entry from the Open Molecules 2025 dataset: a 7-piece molecular cluster, C5H27N3O6 overall at a distorted geometry (ωB97M-V/def2-TZVPD).

## Properties
HOMO level (alpha / beta): -13.6 / -13.3 eV
2S+1: 2
ΔE to the lowest compared entry with this formula, charge and spin: 0.0 kcal per mole
E_LUMO (alpha / beta): -3.16 / -7.73 eV
charge: +1
E_tot: -822.066418 a.u.
gap between HOMO and LUMO (alpha / beta): 10.40 / 5.57 eV

```
41
Properties=species:S:1:pos:R:3:forces:R:3:lowdin_charge:R:1
O 1.5727 -1.3739 3.0753 0.58 -0.23 0.02 -0.0373
O -1.0083 -3.9119 -0.9434 -0.66 0.59 -0.83 -0.0514
O 2.6491 0.9634 2.6907 0.33 -0.41 -0.09 -0.0744
O 0.6943 -2.7973 0.8688 0.17 -0.38 0.15 -0.0307
O 1.5991 3.4470 1.6798 -0.51 0.41 -0.25 -0.0673
O 2.7034 1.1764 -0.1363 -1.49 -2.55 0.67 -0.0425
N -1.8489 0.4690 -1.9819 1.38 -1.14 0.32 0.1339
N 1.1709 -0.2736 -2.3994 -1.13 0.66 1.18 0.0502
N -0.2963 0.3903 0.6944 0.15 0.38 0.15 0.0728
C -2.4361 -0.2471 1.7419 -0.71 -0.67 -0.65 -0.0177
C -2.2947 0.5823 -0.6714 -3.14 0.64 1.29 -0.1449
C -0.8529 1.2853 -2.6037 -0.13 -0.24 0.01 -0.1166
C 0.2453 0.4694 -3.2607 0.07 -2.36 0.23 -0.2267
C -1.6088 -0.2227 0.4674 2.34 0.58 -0.11 -0.3735
H 2.0465 0.1924 -2.3688 1.19 0.33 -0.26 0.0554
H -3.1602 -1.0700 1.6755 0.05 0.23 0.13 0.1000
H -0.2264 -3.7339 -1.4771 0.42 -0.17 0.16 0.0518
H -1.3517 -1.2231 0.1269 -0.68 -0.33 -0.16 0.1136
H 2.5229 0.0204 2.9410 -0.62 0.23 0.13 0.0117
H -1.8449 -0.4915 -2.3177 -0.38 0.00 -0.38 0.1726
H -0.2175 -0.3135 -3.8648 -0.60 0.16 -0.24 0.1140
H -2.9861 0.6729 1.8386 -0.20 0.47 0.28 0.0834
H -1.8173 -0.3997 2.6211 0.12 0.03 -0.13 0.0890
H -0.4998 2.0099 -1.8875 -0.01 0.53 0.04 0.1387
H -1.7175 -3.6813 -1.5706 0.09 -0.47 0.50 0.0551
H 2.9120 2.0662 -0.0570 0.88 2.95 -0.22 -0.0014
H 2.3511 1.0435 0.7790 0.72 -0.39 -0.45 0.0003
H -1.3590 1.7171 -3.4597 -0.19 0.82 -0.27 0.1585
H 1.3990 2.5390 1.9364 0.12 0.17 0.57 -0.0162
H -3.3622 0.2977 -0.6174 0.17 -0.84 -0.46 0.1623
H 3.6090 1.0130 2.6852 0.21 0.58 -0.07 0.0709
H 0.7504 -0.9700 2.7966 -0.30 0.05 -0.02 0.0237
H -2.5034 1.5992 -0.3413 1.19 0.53 -0.16 0.1512
H 0.4947 -0.1807 0.4547 0.18 -0.04 -0.09 0.0367
H 1.8811 -1.8639 2.2956 -0.38 -0.26 0.30 0.0496
H 0.9026 -0.1247 -1.4197 -0.02 -0.35 -0.47 0.0291
H 1.0121 4.0382 2.1852 0.41 -0.53 -0.23 0.0574
H 0.2193 -2.0181 0.6071 -0.16 0.34 -0.23 -0.0282
H -0.1105 1.3337 0.3546 -0.31 -0.23 0.31 0.0836
H -0.0058 -3.4643 0.8378 0.22 -0.20 -0.01 0.0497
H 0.7727 1.0347 -3.9749 0.63 1.11 -0.67 0.1139
```
Positions in Å, forces in eV/Å.

---

# 3
Entry from the Open Molecules 2025 dataset: the molecule C13H16O3 at a distorted geometry (ωB97M-V/def2-TZVPD).

## Properties
HOMO level: -7.6 eV
ΔE to the lowest compared entry with this formula, charge and spin: 95.2 kcal per mole
E_LUMO: -0.06 eV
SMILES: CCOC(=O)[C@@H](C(C)=O)C1C=CC=CC=C1
charge: 0
E_tot: -730.573916 a.u.
gap between HOMO and LUMO: 7.58 eV

```
32
Properties=species:S:1:pos:R:3:forces:R:3:lowdin_charge:R:1
O -0.1745 1.6437 -1.3591 0.19 -1.00 0.18 0.1342
O -1.2120 -0.3653 -1.3586 0.06 0.30 -0.47 -0.0191
O 2.6833 1.1909 -1.6978 -0.80 -1.14 0.22 0.1024
C -0.9580 -0.6572 2.5097 0.28 -2.20 -1.61 -0.0987
C 3.2961 -1.0625 -1.9009 0.19 -0.30 -0.45 -0.0094
C -3.5670 -0.5803 -1.8777 0.23 0.20 -0.12 -0.0695
C -0.1316 0.4440 -1.2150 0.00 0.25 -0.29 -0.4394
C -0.9804 0.5541 3.2304 0.87 2.61 1.05 -0.1012
C -0.1852 -1.0896 1.4737 -0.44 -0.04 0.35 -0.0125
C 1.0471 -0.4268 -0.7317 -2.77 1.36 -4.47 -0.1628
C 0.9632 -0.4426 0.7755 1.26 -1.32 -0.51 -0.2719
C -0.0791 1.5909 3.1303 -2.36 -1.40 1.48 -0.0934
C 2.3575 0.0359 -1.4989 0.09 0.62 1.24 -0.3656
C -2.3929 0.3621 -1.7549 -0.01 0.64 0.17 -0.2226
C 1.3945 0.8771 1.2140 0.96 0.82 1.55 -0.0167
C 1.0061 1.6689 2.2448 2.12 -0.03 -1.72 -0.0815
H -3.4745 -1.1820 -2.7768 -0.01 -0.22 -0.03 0.0741
H 3.7776 -0.7494 -2.8210 0.19 0.03 -0.09 0.0877
H -0.1789 2.4237 3.8358 -0.11 -0.32 -0.31 0.1049
H 1.7519 -1.2261 0.5636 0.56 0.26 3.06 0.1600
H 1.6858 2.5073 2.4293 -0.42 0.01 -0.33 0.1104
H -0.3170 -2.1137 1.1221 -0.36 0.13 0.21 0.1152
H -1.6703 -1.4112 2.8828 0.30 0.35 -0.32 0.1076
H 4.0732 -1.1294 -1.1374 0.00 -0.04 0.08 0.0977
H -3.6645 -1.2243 -1.0106 0.02 -0.09 0.13 0.0756
H -4.4726 0.0143 -1.9705 -0.12 0.03 -0.01 0.0772
H -2.1909 0.8730 -2.7267 -0.13 -0.23 0.81 0.1371
H -2.5390 1.1193 -0.9600 -0.19 -0.21 -0.62 0.1325
H 2.8713 -2.0545 -2.0582 -0.19 0.13 0.19 0.0817
H -1.7621 0.6340 3.9991 0.39 0.04 -0.38 0.1029
H 2.2314 1.2010 0.5983 0.01 0.44 0.55 0.1115
H 0.8115 -1.4251 -1.1534 0.19 0.33 0.46 0.1516
```
Positions in Å, forces in eV/Å.

---

# 4
Entry from the Open Molecules 2025 dataset: the molecule C4H5FO2 at a distorted geometry (ωB97M-V/def2-TZVPD).

## Properties
HOMO level: -10.7 eV
ΔE to the lowest compared entry with this formula, charge and spin: 31.5 kcal per mole
E_LUMO: 0.98 eV
SMILES: O=COC1(F)CC1
charge: 0
E_tot: -405.716881 a.u.
gap between HOMO and LUMO: 11.70 eV

```
12
Properties=species:S:1:pos:R:3:forces:R:3:lowdin_charge:R:1
F -0.9566 -0.8312 1.4510 -0.02 0.14 0.04 0.0984
O -1.4484 -0.2049 -1.7916 -0.21 0.16 -0.04 0.0864
O 0.0491 -1.3546 -0.5468 -0.25 2.55 1.81 0.0681
C 1.1082 0.4096 0.9822 0.10 -0.46 0.00 -0.0272
C -0.0657 1.1791 0.4191 -0.38 -0.03 -0.28 -0.0292
C -0.1263 -0.2884 0.5386 0.96 -2.02 -0.93 -0.4377
C -0.6900 -1.1113 -1.6298 -0.06 -0.32 -0.58 -0.3610
H -0.4829 -1.8802 -2.3886 -0.01 -0.03 0.08 0.1449
H -0.7067 1.6831 1.1303 -0.03 0.02 -0.03 0.1217
H 1.9712 0.2912 0.3436 -0.01 -0.01 -0.09 0.1129
H 0.0052 1.6600 -0.5411 0.07 -0.05 -0.14 0.1116
H 1.3430 0.4477 2.0333 -0.16 0.06 0.16 0.1110
```
Positions in Å, forces in eV/Å.

---

# 5
Entry from the Open Molecules 2025 dataset: a 2-piece molecular cluster, C2H2INO overall at a distorted geometry (ωB97M-V/def2-TZVPD).

## Properties
HOMO level (alpha / beta): -8.2 / -8.2 eV
ΔE to the lowest compared entry with this formula, charge and spin: 55.1 kcal per mole
E_LUMO (alpha / beta): -3.16 / -3.18 eV
charge: 0
E_tot: -504.979496 a.u.
gap between HOMO and LUMO (alpha / beta): 5.04 / 5.01 eV

```
7
Properties=species:S:1:pos:R:3:forces:R:3:lowdin_charge:R:1
I -3.5535 0.5579 -0.3500 0.77 -0.47 0.07 -0.2483
O -1.7599 -2.8764 0.1895 2.70 3.04 -0.17 0.2903
N 0.7155 -0.5641 -0.7719 -0.13 0.41 0.76 0.1380
C -1.0846 -1.9518 0.0269 -3.18 -3.15 -0.43 -0.0269
C -0.3441 -0.7517 -0.0672 -0.12 3.61 0.41 -0.2981
H -1.0371 0.1235 0.3963 0.99 -1.75 -0.51 0.0286
H 1.1014 0.4300 -0.6572 -1.03 -1.70 -0.13 0.1165
```
Positions in Å, forces in eV/Å.

---

# 6
Entry from the Open Molecules 2025 dataset: the molecule C2H3NS2 at a distorted geometry (ωB97M-V/def2-TZVPD).

## Properties
HOMO level: -8.7 eV
ΔE to the lowest compared entry with this formula, charge and spin: 44.1 kcal per mole
E_LUMO: -1.46 eV
SMILES: S=C/C=N\S
charge: 0
E_tot: -929.047076 a.u.
gap between HOMO and LUMO: 7.22 eV

```
8
Properties=species:S:1:pos:R:3:forces:R:3:lowdin_charge:R:1
S 0.1542 -0.0306 2.5488 -0.36 0.03 -0.37 0.7022
S 0.0189 0.5161 -2.2299 -0.26 2.57 -1.08 0.7680
N -0.1333 -0.7767 -1.2817 0.26 -1.49 -0.13 -0.4421
C 0.0254 -0.6983 -0.0427 -0.26 -2.96 2.57 -0.4188
C -0.1455 0.3299 0.9983 1.28 2.54 -0.31 -0.6700
H -0.2920 1.4612 0.7340 -0.14 -2.31 0.13 0.0795
H 0.1787 -1.7516 0.4007 -0.42 1.66 -0.13 0.1152
H -1.0014 0.1681 -2.9981 -0.11 -0.02 -0.67 -0.1340
```
Positions in Å, forces in eV/Å.

---

# 7
Entry from the Open Molecules 2025 dataset: a 3-piece molecular cluster, C26H44BNO3S2Si overall (ωB97M-V/def2-TZVPD).

## Properties
HOMO level: -8.3 eV
ΔE to the lowest compared entry with this formula, charge and spin: 0.0 kcal per mole
E_LUMO: -0.24 eV
SMILES: CCB(O)[SiH2]CCCSC(=S)N(c1ccccc1)c1ccccc1.CCOCC.CCOCC
charge: 0
E_tot: -2408.263746 a.u.
gap between HOMO and LUMO: 8.09 eV

```
78
Properties=species:S:1:pos:R:3:forces:R:3:lowdin_charge:R:1
S -0.1304 2.7659 0.5908 -0.10 -0.20 0.01 0.7574
S -0.1646 4.1871 -2.0224 -0.13 -0.26 -0.17 0.9916
Si 4.8461 2.7829 -2.3918 0.06 -0.09 0.19 0.7566
O -0.5182 -6.5484 2.1870 0.05 0.07 -0.06 -0.1722
O -0.0285 -1.9024 -1.3496 0.14 -0.10 -0.04 -0.1626
O 6.3799 1.2238 -0.5045 0.38 0.62 -0.29 0.0696
N -2.1888 2.8325 -1.2121 -0.31 0.06 0.71 -0.1341
C -3.2092 4.4026 0.4438 -0.12 0.03 -0.21 -0.0276
C -5.6077 4.2330 -0.9675 0.32 -0.01 0.18 -0.0789
C -4.4886 3.5401 -1.4080 -0.13 0.10 0.18 -0.0133
C 0.2364 -3.2804 0.6750 0.00 0.12 0.08 -0.0738
C 1.5771 4.1131 -1.6037 0.19 -0.03 -0.03 -0.5319
C 0.2596 -0.6602 -0.7331 0.15 0.10 0.02 -0.2906
C 3.9214 4.4383 -2.3951 -0.02 -0.07 -0.25 -0.3342
C 4.5702 2.4451 0.8023 0.46 0.18 0.18 -0.1929
C -2.9226 -1.3338 -1.3600 -0.02 0.30 -0.01 -0.0820
C 2.4502 4.2617 -2.8425 0.43 0.16 0.04 -0.3378
C -2.5885 0.6676 -0.0480 -0.28 -0.05 -0.08 -0.0496
C 1.7299 -0.2740 -0.7770 0.03 -0.12 -0.07 -0.0626
C -4.3352 5.1032 0.8739 -0.16 -0.09 -0.11 -0.0814
C -2.4698 -8.0494 2.2319 0.00 0.09 0.06 -0.0799
C -3.2860 3.6082 -0.6992 -0.17 0.13 -0.10 -0.2233
C -2.8301 -0.6993 -0.1241 -0.11 0.15 -0.25 -0.0807
C -0.9694 -7.8842 2.0583 -0.02 -0.09 -0.02 -0.2812
C 4.5033 3.9480 1.1509 -0.39 -0.12 -0.31 -0.1112
C -0.0752 -6.6318 4.6065 -0.02 -0.09 -0.05 -0.0784
C -0.7559 -5.9341 3.4407 0.00 0.04 0.07 -0.2839
C -5.5390 5.0148 0.1867 0.17 -0.19 -0.23 -0.0960
C -2.5146 0.7746 -2.4534 0.05 -0.17 0.13 -0.0238
C 0.6058 -3.0316 -0.7772 0.06 -0.06 0.01 -0.2675
C -2.4254 1.4056 -1.2183 -0.25 -0.22 -0.15 -0.2760
C -0.8829 3.2014 -0.7880 0.37 0.21 -0.14 -1.0585
C -2.7587 -0.5944 -2.5270 -0.12 0.18 0.17 -0.0681
B 5.3224 2.0948 -0.5433 -0.25 -0.34 0.20 -0.5604
H 4.5242 4.1097 2.2262 0.10 0.05 0.02 0.0703
H -6.4200 5.5403 0.5290 0.05 0.06 0.06 0.0975
H 0.6146 -2.4936 1.3309 0.03 -0.01 -0.01 0.0708
H 2.1030 -0.3147 -1.8019 0.01 0.04 -0.02 0.0863
H -3.0065 -7.3709 1.5676 0.00 -0.02 -0.03 0.0814
H -0.1078 -0.6478 0.2997 0.07 0.01 -0.03 0.1044
H 1.6946 -2.9588 -0.8853 0.00 0.01 0.02 0.1085
H -0.4305 -8.5420 2.7499 -0.02 0.01 0.02 0.1075
H 0.6557 -4.2285 1.0136 -0.04 -0.04 -0.03 0.0693
H -0.3316 0.0736 -1.2832 0.16 -0.15 0.04 0.0924
H 6.1065 2.8732 -3.1710 -0.06 0.04 -0.08 -0.0454
H 1.7301 3.1270 -1.1616 0.08 0.03 0.08 0.0273
H 3.5620 2.0227 0.7673 -0.06 0.01 -0.03 0.0829
H 3.9447 1.8093 -3.0667 0.08 -0.04 -0.04 -0.0302
H -4.5430 2.9333 -2.3024 0.04 -0.01 0.00 0.1140
H -1.8323 -5.8393 3.6244 0.00 -0.03 0.02 0.1092
H 2.3857 3.3545 -3.4437 -0.30 0.08 -0.11 0.0723
H 0.2856 -3.8771 -1.3865 -0.03 0.01 -0.03 0.1193
H -2.8299 -1.0538 -3.5042 0.02 -0.13 0.08 0.1061
H -0.4977 -7.6196 4.7955 -0.03 0.02 0.03 0.0661
H -2.3825 1.3586 -3.3548 0.01 0.05 0.01 0.1190
H 3.9489 4.8978 -1.4073 0.07 0.04 0.02 0.0451
H -2.7613 -9.0732 1.9960 0.01 -0.01 -0.02 0.0762
H -0.1949 -6.0414 5.5154 0.01 0.02 0.00 0.0766
H -2.7896 -7.8420 3.2540 0.01 -0.04 0.01 0.0660
H 1.8510 0.7433 -0.3988 -0.02 -0.01 -0.01 0.0307
H -2.5341 1.1512 0.9177 0.02 0.07 -0.05 0.1015
H 4.4494 5.1284 -3.0558 -0.03 -0.04 -0.08 0.0667
H 2.1459 5.0939 -3.4796 -0.14 0.08 0.14 0.1004
H -2.2851 4.4852 0.9972 0.02 -0.04 0.01 0.0794
H 3.5692 4.3782 0.7864 0.01 0.04 0.02 0.0512
H -4.2775 5.7079 1.7701 0.06 0.01 -0.01 0.1018
H -0.8479 -3.3192 0.7925 -0.01 -0.06 -0.02 0.0778
H -6.5279 4.1682 -1.5322 -0.03 -0.01 0.02 0.1011
H -0.3622 -4.9223 3.3397 0.00 0.00 -0.05 0.1090
H 5.0806 1.9147 1.6157 -0.04 -0.05 0.04 0.0923
H -2.9414 -1.2710 0.7885 -0.03 0.00 0.00 0.1078
H 1.8513 4.8494 -0.8484 -0.19 0.09 0.00 0.0763
H 6.8407 1.2286 0.3425 -0.30 -0.45 0.18 0.0978
H 5.3078 4.5121 0.6773 0.12 0.05 0.19 0.0710
H -0.6816 -8.1825 1.0501 0.02 0.03 -0.01 0.1181
H 2.3519 -0.9325 -0.1681 0.00 0.02 0.04 0.0731
H 0.9896 -6.7551 4.4053 0.01 0.04 0.02 0.0828
H -3.1206 -2.3960 -1.4033 0.06 -0.01 -0.05 0.1078
```
Positions in Å, forces in eV/Å.

---

> Among the records above, which one has the highest ΔE to the lowest compared entry with this formula, charge and spin?

C13H16O3

---

What did the first record say?
Entry from the Open Molecules 2025 dataset: a 2-piece molecular cluster, C5H16NO overall at a distorted geometry (ωB97M-V/def2-TZVPD).

## Properties
HOMO level: -15.0 eV
ΔE to the lowest compared entry with this formula, charge and spin: 39.2 kcal per mole
E_LUMO: -3.22 eV
charge: +1
E_tot: -329.818316 a.u.
gap between HOMO and LUMO: 11.80 eV

```
23
Properties=species:S:1:pos:R:3:forces:R:3:lowdin_charge:R:1
O -0.7278 -2.5898 2.9959 0.07 1.79 0.77 -0.0542
N -1.3334 -0.3018 0.6602 1.12 -0.21 0.66 0.2054
C 0.9180 0.4802 -0.1321 -3.16 -1.18 1.75 -0.4318
C -1.0111 0.1151 -1.8611 0.15 -2.84 -0.84 -0.0397
C -0.3074 -0.4037 -0.5696 -0.16 3.02 -0.19 -0.2504
C 1.9649 0.2650 -1.1324 2.72 -0.43 -0.13 -0.0807
C 0.5509 1.9502 0.0223 -3.64 -1.39 0.41 -0.0399
H -0.5600 -3.4911 3.2020 0.14 -1.52 -0.14 0.0265
H -1.8522 -0.6498 -2.0409 1.09 1.33 -0.23 0.1070
H -1.4378 1.0732 -1.7009 -0.39 0.90 0.03 0.0544
H 0.1118 -1.3787 -0.7139 -0.59 -0.93 0.50 0.1354
H -1.4628 0.6643 1.0271 -0.96 -0.07 -1.79 0.1447
H 0.3481 2.3500 -0.9479 0.38 0.71 -0.59 0.0791
H 2.3395 -0.7966 -1.1953 -0.43 1.12 -0.07 0.1203
H -0.5086 2.0706 0.5435 2.11 -0.01 -0.68 0.1096
H -2.1683 -0.9043 0.6535 0.11 0.64 -0.33 0.1737
H 1.2378 2.4718 0.6054 1.20 1.07 0.67 0.0694
H -0.5324 -2.1812 3.8656 -0.24 -0.05 -0.72 0.0648
H 1.8027 0.6967 -2.1218 -0.70 -0.39 0.01 0.0935
H 2.7855 0.9017 -0.8084 0.63 -0.32 0.10 0.0948
H -0.8869 -0.5179 1.5554 0.75 -1.64 -0.20 0.1226
H 1.0477 0.0336 0.9141 1.13 0.63 -1.28 0.1579
H -0.3184 0.1425 -2.8207 -1.34 -0.22 2.28 0.1378
```
Positions in Å, forces in eV/Å.